DFT (ωB97M-V/def2-TZVPD) results for the ion C4H9N2O with charge +1 in a non-equilibrium geometry.

Summary:
- Net charge: +1
- Structure (SMILES): C=N[C@@H](C)[N+](C)=O
- Orbital gap (spin up / spin down): 7.44 / 7.45 eV
- E: -342.1266 hartree

Cartesian coordinates (Å):
1 C -2.09607 -0.53786 0.25345
2 C -0.00605 1.72454 0.27982
3 C 1.77534 -1.48172 0.06390
4 C 0.15433 0.27500 -0.18790
5 N -0.87066 -0.62542 0.47119
6 N 1.53182 -0.16721 0.05028
7 O 2.38927 0.68777 0.14156
8 H -2.69273 -1.18812 1.01245
9 H -2.80614 0.23120 -0.23843
10 H -0.81611 2.35944 -0.30604
11 H 0.96316 2.17478 0.13515
12 H -0.26506 1.74474 1.25786
13 H 2.83790 -1.81045 0.35109
14 H 1.47843 -2.07645 -0.83095
15 H 0.99277 -1.80336 0.73385
16 H 0.01214 0.09296 -1.20738

=====

DFT (ωB97M-V/def2-TZVPD) results for the ion C4H9N2O with charge +1 in a non-equilibrium geometry.

Summary:
- Net charge: +1
- Structure (SMILES): C[N@@H+]1CC=NOC1
- Orbital gap: 10.87 eV
- E: -342.1901 hartree

Cartesian coordinates (Å):
1 C -2.02984 -1.15810 -0.09277
2 C -0.59098 -1.03669 0.10112
3 C -0.94592 1.23443 -0.27589
4 C 1.38455 0.42072 0.10623
5 N -2.80100 -0.18085 0.04743
6 N -0.08543 0.30654 0.41394
7 O -2.26523 1.06756 0.18348
8 H -2.51485 -2.15777 -0.28182
9 H -0.38069 -1.79976 0.80501
10 H -0.07297 -1.38911 -0.75070
11 H -0.64614 2.40176 -0.03378
12 H -0.83553 1.21236 -1.33664
13 H 1.64192 0.31731 -0.98853
14 H 1.70490 1.47025 0.45970
15 H 1.85510 -0.49408 0.47648
16 H -0.22640 0.49815 1.48410

=====

DFT (ωB97M-V/def2-TZVPD) results for the ion C4H9N2O with charge +1 in a non-equilibrium geometry.

Summary:
- Net charge: +1
- Structure (SMILES): C1C[NH+]([C@@H]2NO2)C1
- Orbital gap: 11.38 eV
- E: -342.1764 hartree

Cartesian coordinates (Å):
1 C 1.78780 -0.01461 -0.33253
2 C 0.72289 0.97221 0.15670
3 C 0.83358 -1.14751 0.05933
4 C -1.42453 -0.17318 -0.43219
5 N -2.57073 0.77599 -0.12948
6 N -0.23638 -0.15293 0.41574
7 O -2.57400 -0.63444 0.12717
8 H 1.99520 0.04716 -1.39636
9 H 2.72696 0.01008 0.21105
10 H 0.97514 1.51294 1.06764
11 H 0.34042 1.67062 -0.58615
12 H 0.52703 -1.81950 -0.74022
13 H 1.14009 -1.73615 0.92122
14 H -1.23954 -0.35475 -1.48524
15 H -2.45461 1.28205 0.75236
16 H -0.54930 -0.23799 1.39097

=====

DFT (ωB97M-V/def2-TZVPD) results for a cluster of 2 separate species, C4H9N2O in total in a non-equilibrium geometry.

Summary:
- Net charge: +1
- Orbital gap: 7.11 eV
- E: -342.1831 hartree

Cartesian coordinates (Å):
1 C 0.83284 -1.03939 1.57891
2 C -0.12729 -0.41473 0.54550
3 C -1.45608 -0.01264 0.91074
4 N -2.16297 0.26381 -0.21962
5 C -1.09565 0.27722 -1.27531
6 N 0.22423 -0.06793 -0.67288
7 H 0.52290 -1.64438 2.41399
8 H 0.79410 0.09978 1.71117
9 H 1.84398 -1.20634 1.20267
10 H -2.05777 -0.36615 1.73603
11 H -3.00292 -0.32069 -0.29447
12 H -1.35018 -0.50506 -1.99213
13 H 3.54439 0.46212 -1.23644
14 H -1.09973 1.35350 -1.50469
15 H 2.00948 0.66707 -0.99557
16 O 2.89701 0.88846 -0.67344

=====

DFT (ωB97M-V/def2-TZVPD) results for a cluster of 3 separate species, C4H9N2O in total in a non-equilibrium geometry.

Summary:
- Net charge: +1
- Orbital gap: 9.34 eV
- E: -342.1033 hartree

Cartesian coordinates (Å):
1 C -3.60372 -0.12996 -1.55689
2 C -3.02299 0.68888 -2.19028
3 C -0.19687 -0.67177 -0.44382
4 C -2.19707 1.61716 -2.95330
5 N 0.74847 -1.00761 0.11573
6 N 2.81626 -1.15629 2.93161
7 O 1.72895 -1.30646 0.71012
8 H -3.99289 -1.00603 -1.12605
9 H -1.00207 -0.70356 -1.08742
10 H -2.81571 2.06280 -3.60815
11 H -1.58903 0.95364 -3.42878
12 H -1.83427 2.29806 -2.27634
13 H 2.23290 -1.14704 1.98102
14 H 2.89263 -0.58564 3.76246
15 H 3.82431 -1.15701 2.72475
16 H 2.92787 -2.12166 3.18821

=====

DFT (ωB97M-V/def2-TZVPD) results for a cluster of 2 separate species, C4H9N2O in total in a non-equilibrium geometry.

Summary:
- Net charge: +1
- Orbital gap: 8.98 eV
- E: -342.1123 hartree

Cartesian coordinates (Å):
1 C -0.81097 1.15549 -0.55704
2 C -0.93618 -0.18411 -0.19570
3 C -1.72805 1.71449 -1.57202
4 C 1.59371 -2.02327 1.00081
5 N 1.57004 0.35863 1.23683
6 N 1.18635 -0.62748 0.75886
7 O -1.48076 0.59094 0.65758
8 H 0.21374 1.73403 -0.41459
9 H -1.32641 -1.17388 -0.38247
10 H -2.06300 2.62958 -1.21010
11 H -2.51406 0.95991 -1.80801
12 H -1.16932 1.61722 -2.46726
13 H 1.41143 -2.27796 2.10976
14 H 2.71107 -2.24446 0.73077
15 H 0.89576 -2.67963 0.39363
16 H 2.44666 0.45049 1.71897

=====

DFT (ωB97M-V/def2-TZVPD) results for the ion C4H9N2O with charge +1 in a non-equilibrium geometry.

Summary:
- Net charge: +1
- Structure (SMILES): O[C@@H]1NC[C@@]12C[NH2+]2
- Orbital gap: 11.04 eV
- E: -342.2108 hartree

Cartesian coordinates (Å):
1 C 0.14378 -1.47881 -0.19230
2 C -1.79407 0.26839 0.53589
3 C 1.05519 0.30426 0.64573
4 C -0.40758 -0.11068 0.36003
5 N 1.38212 -0.65403 -0.42690
6 N -1.08363 0.70975 -0.68079
7 O 1.09977 1.68442 0.08185
8 H 0.41874 -2.32962 0.56566
9 H -0.23205 -2.00556 -1.11862
10 H -2.44804 -0.48047 0.24849
11 H -2.16013 0.95636 1.21065
12 H 1.56203 0.26378 1.61584
13 H 2.23660 -1.16117 -0.44688
14 H -1.24306 0.37706 -1.60413
15 H -0.59149 1.64340 -0.65699
16 H 2.06180 2.01291 -0.13754

=====

DFT (ωB97M-V/def2-TZVPD) results for the ion C4H9N2O with charge +1 in a non-equilibrium geometry.

Summary:
- Net charge: +1
- <S²>: 2.011
- 2S+1: 3
- Orbital gap (spin up / spin down): 6.93 / 5.76 eV
- E: -342.0793 hartree

Cartesian coordinates (Å):
1 C -1.55069 -0.03933 -0.59790
2 C -3.18959 -0.26335 -0.09701
3 C 2.17211 -0.91430 0.20841
4 C -0.15158 -0.79341 -0.52089
5 N -1.22816 1.32020 -0.09497
6 N 0.78664 -0.35191 0.26854
7 O -3.56062 -0.77127 0.86127
8 H -1.61645 -0.02000 -1.66972
9 H -3.70998 0.34169 -0.74779
10 H 2.24139 -1.42332 1.11460
11 H 2.31525 -1.40466 -0.70563
12 H 2.84488 -0.07802 0.28839
13 H -0.06178 -1.60321 -1.24815
14 H -0.72615 1.87096 -0.77923
15 H 0.56163 0.25050 1.03230
16 H -2.08684 1.75972 0.36098

=====

DFT (ωB97M-V/def2-TZVPD) results for the ion C4H9N2O2 with charge -1 in a non-equilibrium geometry.

Summary:
- Net charge: -1
- Structure (SMILES): O=CNCCNC[O-]
- Orbital gap: 6.78 eV
- E: -417.7995 hartree

Cartesian coordinates (Å):
1 C 0.51712 -0.69539 -0.54892
2 N -0.18766 0.42277 -1.12349
3 C -1.05598 0.03833 -2.43887
4 O -0.27066 -0.19667 -3.43410
5 C 0.41381 -0.76866 1.00591
6 N 0.10609 0.57773 1.49820
7 C 0.27090 0.93757 2.77463
8 O 0.10477 2.11198 3.12787
9 H 0.13651 -1.64056 -0.97027
10 H 1.58797 -0.68095 -0.74555
11 H 0.49293 1.02722 -1.56938
12 H -1.74394 0.90014 -2.58310
13 H -1.66539 -0.85810 -2.04501
14 H 1.40537 -1.06739 1.36504
15 H -0.34785 -1.46285 1.36869
16 H -0.35734 1.12308 0.76156
17 H 0.59333 0.23177 3.55680

=====

DFT (ωB97M-V/def2-TZVPD) results for a structure of composition C4H9N2O2 in a non-equilibrium geometry.

Summary:
- Net charge: -1
- Orbital gap: 7.57 eV
- E: -417.7710 hartree

Cartesian coordinates (Å):
1 O 0.33725 2.36271 1.66660
2 C 1.17113 1.91318 0.83822
3 O 2.24743 2.41104 0.46978
4 C 0.72992 0.51880 0.24968
5 C -0.79863 0.44176 0.12000
6 C -1.29569 -1.00780 0.19129
7 N -0.42493 -2.03586 -0.60172
8 N 1.34483 0.32618 -1.08871
9 H 1.02348 -0.31247 0.90924
10 H -1.26233 1.14667 0.80915
11 H -0.98632 0.96830 -0.82772
12 H -2.39184 -0.97299 0.15096
13 H -1.06938 -1.36685 1.19459
14 H -1.04841 -2.83891 -0.72401
15 H -1.08473 -1.33839 -1.10957
16 H 1.17296 -0.63330 -1.37192
17 H 2.33528 0.41793 -0.87586